Density functional theory data (the ωB97M-V functional and the def2-TZVPD basis) for a cluster of 3 separate species, C34H60F16N3O8PS in total in a non-equilibrium geometry.

Each line ends with the Mulliken charge.
Atoms and positions in Å:
C  1.13361  3.27565  1.00744  -0.505
C  2.51173  2.97844  1.79634  -0.355
O  3.59805  2.58458  0.92634  -0.499
P  3.76772  0.89804  0.80518  0.711
O  4.73585  0.47616  1.94043  -0.770
C  4.62192  0.34934  -0.80405  -0.659
C  4.36299  1.40103  -2.03003  -0.871
N  3.77468  0.64707  -3.15484  0.984
C  4.76227  -0.05954  -3.98064  -0.680
N  4.20472  -1.24212  -4.72340  -0.560
C  2.71846  1.37103  -3.89403  -1.688
C  2.97949  1.59993  -5.45539  -0.593
C  1.98211  2.64706  -6.15451  -0.704
C  1.02341  1.96814  -7.23460  -0.381
S  0.28572  3.17701  -8.44924  -0.265
C  1.22684  0.73320  -3.60827  1.365
N  1.40672  -0.11023  -2.37514  0.042
C  0.16333  1.87984  -3.21572  -0.686
C  -0.96947  2.17594  -4.30293  0.181
C  -2.05401  3.15149  -3.57426  -0.935
C  -1.46476  4.61510  -3.26102  -0.585
C  -1.09543  4.66068  -1.67862  0.064
O  -2.23847  5.08550  -0.87373  -0.409
C  -2.85659  3.99471  -0.22577  0.684
C  -4.41681  3.73414  -0.52218  -0.915
O  -2.29889  3.23532  0.59650  -0.494
O  0.91276  -0.00940  -4.79540  -0.015
C  -0.09016  -1.02663  -4.59575  -0.574
C  0.47176  -2.50489  -4.38538  -0.479
C  -0.75693  -3.43412  -3.88096  0.125
C  -1.26638  -2.99977  -2.40150  -0.823
C  -2.03282  -3.37411  -4.85086  -1.204
O  2.22803  0.21347  1.01083  -0.050
C  2.11087  -0.50162  2.28501  -0.498
C  0.53834  -0.72287  2.62779  -0.274
H  0.36599  3.81361  1.67574  0.414
H  1.31317  3.97889  0.12249  0.196
H  0.63746  2.33066  0.61382  -0.014
H  2.29957  2.23785  2.63918  0.068
H  2.76773  3.96982  2.32284  0.440
H  5.73118  0.31224  -0.56165  0.401
H  4.20996  -0.69105  -1.03503  0.394
H  3.70683  2.21548  -1.59143  0.405
H  5.40303  1.80066  -2.31232  0.352
H  5.40641  0.62184  -4.65873  0.271
H  5.52785  -0.51939  -3.24722  0.388
H  3.19338  -1.14532  -4.87273  0.201
H  4.68929  -1.35808  -5.62684  0.272
H  2.65592  2.43041  -3.43835  0.204
H  4.02907  2.07027  -5.53763  0.415
H  3.03237  0.64406  -6.07426  0.127
H  2.63033  3.40198  -6.73765  0.555
H  1.44940  3.25293  -5.35470  0.077
H  1.57488  1.17485  -7.83168  0.383
H  0.13924  1.44218  -6.72978  0.020
H  -0.46515  2.37136  -9.30732  0.145
H  0.48460  -0.43878  -2.02151  0.264
H  1.67833  0.58304  -1.64753  -0.629
H  0.62627  2.87963  -2.92642  0.131
H  -0.38846  1.51185  -2.27147  0.407
H  -0.62571  2.75101  -5.21970  -0.050
H  -1.56677  1.27166  -4.64215  0.138
H  -2.93227  3.28948  -4.28194  0.359
H  -2.34645  2.65884  -2.57517  0.257
H  -0.45936  4.81179  -3.78906  0.273
H  -2.20174  5.46270  -3.42541  0.406
H  -0.24123  5.41130  -1.49258  0.344
H  -0.70952  3.65007  -1.30327  -0.147
H  -4.61374  4.01712  -1.61824  0.278
H  -5.05896  4.43416  0.12682  0.320
H  -4.70903  2.64313  -0.38589  0.288
H  -0.75458  -1.04444  -5.53504  0.263
H  -0.78339  -0.68176  -3.74577  0.259
H  0.79257  -2.96134  -5.39342  0.339
H  1.32085  -2.55193  -3.62102  0.261
H  -0.40069  -4.51609  -3.78999  0.457
H  -0.43681  -2.41500  -1.89106  0.001
H  -2.15219  -2.28266  -2.56295  0.229
H  -1.67390  -3.87060  -1.79662  0.361
H  -1.76418  -3.41087  -5.96526  0.296
H  -2.52082  -2.34190  -4.68954  0.259
H  -2.82333  -4.17037  -4.61481  0.319
H  2.65198  -1.49387  2.15897  0.292
H  2.52034  0.10364  3.17052  0.426
H  -0.02769  -0.74088  1.64453  0.209
H  0.24479  0.18573  3.26998  -0.094
H  0.36517  -1.63282  3.29134  0.092
F  -1.82652  -5.24198  2.57779  -0.223
C  -2.42672  -4.03921  2.62872  -0.033
F  -1.61606  -3.18096  1.95978  -0.211
C  -2.64861  -3.54543  4.06053  1.151
F  -1.46791  -3.34312  4.69485  -0.253
F  -3.24560  -2.31772  3.98175  -0.342
C  -3.55322  -4.42248  4.95429  -0.889
O  -2.90581  -5.33619  5.85034  -0.406
C  -2.52380  -6.59638  5.34087  0.774
F  -3.07210  -6.77792  4.12542  -0.271
F  -3.10019  -7.51424  6.14862  -0.301
C  -1.00427  -6.79896  5.35106  0.181
F  -0.36853  -5.85191  4.63048  -0.191
F  -0.67713  -7.99345  4.80285  -0.266
H  -3.37163  -4.09868  2.08129  0.264
H  -4.07402  -3.73010  5.62191  0.439
H  -4.35010  -4.90899  4.38649  0.332
H  -0.61415  -6.76561  6.37112  0.245
F  0.40177  -0.59756  7.68951  -0.241
C  0.45108  -0.03468  6.46777  0.532
F  1.70090  0.47880  6.33643  -0.295
C  -0.59947  1.06218  6.27989  0.898
F  -0.37761  2.09845  7.12249  -0.301
F  -0.44567  1.56602  5.01908  -0.237
C  -2.07514  0.62251  6.40490  -0.774
O  -2.72448  0.84270  7.66580  -0.442
C  -2.55550  -0.13388  8.67065  0.788
F  -1.98118  -1.23055  8.14360  -0.257
F  -3.80244  -0.50851  9.03869  -0.302
C  -1.80889  0.40546  9.89613  0.162
F  -0.58862  0.87771  9.57074  -0.213
F  -1.61787  -0.57602  10.81056  -0.257
H  0.33767  -0.82182  5.71680  -0.078
H  -2.63444  1.25657  5.71117  0.487
H  -2.23671  -0.39475  6.03924  0.285
H  -2.36969  1.21603  10.36767  0.244

## Properties
Energy   -120680.9274 eV
Structure (SMILES)   CCOP(=O)(CCN(CN)[C@@H](CCCS)[C@@](N)(CCCCCOC(C)=O)OCCC(C)C)OCC.FC(F)C(F)(F)COC(F)(F)C(F)F.FC(F)C(F)(F)COC(F)(F)C(F)F
HOMO-LUMO gap   8.57 eV
Spin multiplicity   1